Below is 2 unconnected molecules or ions with the total composition C6H14O3Si in a non-equilibrium geometry, with properties calculated with ωB97M-V/def2-TZVPD.

Its relative energy (zero: lowest compared OMol25 entry of this formula, charge and spin) is 114.35 kcal per mole. The frontier orbital gap (alpha / beta) is 7.1 / 8.1 eV. The molar mass comes out at 162.3 g/mol.

Geometry (Å):
H 3.1304 -1.2681 -0.9030
C -0.2861 -2.1652 -3.5913
H 0.7672 -1.7590 -3.7127
O -1.0558 -2.1548 0.1294
H -1.7350 1.7388 1.2442
H -0.4049 -3.2345 1.7204
C -0.8667 -2.2714 1.5191
H -0.1581 2.7606 -0.3197
Si -0.1632 -1.5275 -1.0581
H -0.8608 0.5442 2.4021
H 2.7942 -0.6336 0.8270
H -1.7404 -2.0357 2.1623
H -0.0735 -1.5711 1.9020
H -0.3242 -2.9854 -4.3130
O 1.1876 -1.3415 -0.1801
C -0.8247 1.4227 1.7229
H -1.0010 -1.2568 -3.7752
O -0.4398 -2.4984 -2.2811
C 0.3643 3.1828 0.5341
C 0.2876 2.0537 1.6159
H -0.3645 3.9013 0.6948
H 1.3796 3.4478 0.4473
H 1.2244 1.7332 2.0605
C 2.4295 -0.9237 -0.1547

Atomic partial charges in e from the Löwdin method, atoms 1 to 4: atom 1 (H): 0.0564, atom 2 (C): -0.1998, atom 3 (H): 0.0864, atom 4 (O): -0.2252